<w>
21
Properties=species:S:1:pos:R:3 method="wB97M-V/def2-TZVPD" lumo_ev=0.97 smiles="C=C[Si@H](OC)N(C)C" e_homo_ev=-8.1
C -1.7648 2.0777 -1.5957
C -1.6769 1.0494 -0.7939
Si -0.4789 -0.4339 -0.7903
O -1.2950 -1.2612 0.3742
C -1.0709 -2.5095 1.0457
N 1.4257 -0.0597 -0.1163
C 1.6734 1.3383 -0.3523
C 1.7165 -0.3889 1.2522
H -2.4117 2.8024 -1.3880
H -1.2885 2.1934 -2.5542
H -2.2506 1.1338 0.0897
H -0.4382 -1.0352 -2.1980
H -0.9853 -3.4821 0.4502
H -1.8545 -2.6906 1.7565
H -0.0762 -2.4649 1.5195
H 1.0652 1.6858 -1.1699
H 1.5080 1.9215 0.5065
H 2.8051 1.4633 -0.6686
H 1.3036 -1.2880 1.5132
H 2.8196 -0.4838 1.4043
H 1.2745 0.4323 1.7152

---

<x>
21
Properties=species:S:1:pos:R:3 method="wB97M-V/def2-TZVPD" lumo_ev=0.84 smiles="C[C@H](C(N)=O)[SiH](C)C" e_homo_ev=-9.7
C 1.8851 1.2329 -0.3743
C 0.8238 -0.2429 -0.3684
C 0.5298 -0.4922 -1.8501
N 0.3289 -1.8016 -2.1064
O 0.5094 0.3616 -2.6889
Si -0.8355 0.1073 0.4479
C -0.6244 1.7115 1.4808
C -1.6496 -1.3337 1.3990
H 2.7402 0.9432 -0.8532
H 1.3829 1.9613 -0.8689
H 1.9793 1.5615 0.6649
H 1.3601 -1.0055 0.2079
H 0.0955 -2.4138 -1.3084
H 0.1886 -2.0850 -3.0895
H -1.7325 0.3540 -0.5611
H -0.0410 2.4651 0.9257
H -1.5363 2.2048 1.7582
H -0.0440 1.6023 2.3717
H -1.3312 -1.4553 2.3865
H -2.7420 -1.3585 1.5154
H -1.2870 -2.3172 0.9114

---

Looking at the structures above, which would you pick as the most stable? I would pick <x>.